Below is a structure of composition C15H30ClNOP2Pd at a distorted geometry, with properties calculated with ωB97M-V/def2-TZVPD.

Positions of all 51 atoms, in Å:
Pd (0.079, 0.179, 0.528)
P (2.432, -0.156, 0.187)
P (-2.379, 0.094, 0.548)
N (-0.065, 0.888, -1.286)
H (1.293, -2.385, 2.445)
C (3.140, -1.622, -0.634)
H (4.238, -1.553, -0.633)
H (2.775, -1.666, -1.667)
H (2.828, -2.525, -0.095)
C (3.325, -0.101, 1.773)
H (4.400, -0.262, 1.604)
H (2.921, -0.884, 2.429)
H (3.137, 0.881, 2.226)
C (3.150, 1.230, -0.758)
H (4.249, 1.223, -0.676)
H (2.744, 2.164, -0.346)
H (2.851, 1.140, -1.812)
C (-3.393, -1.257, -0.142)
H (-4.461, -1.029, -0.003)
H (-3.139, -2.188, 0.377)
H (-3.175, -1.355, -1.211)
C (-3.036, 0.205, 2.247)
H (-4.137, 0.220, 2.216)
H (-2.637, 1.122, 2.696)
H (-2.679, -0.667, 2.810)
C (-3.103, 1.563, -0.259)
H (-4.180, 1.627, -0.033)
H (-2.945, 1.483, -1.343)
H (-2.576, 2.447, 0.124)
C (-0.044, 1.782, -2.235)
C (0.021, 2.179, -4.681)
C (-0.018, 1.309, -3.615)
C (-0.011, 3.211, -2.068)
C (0.023, 4.052, -3.168)
C (0.038, 3.572, -4.476)
H (0.040, 1.784, -5.695)
H (-0.025, 0.220, -3.754)
H (-0.010, 3.603, -1.059)
H (0.041, 5.139, -3.025)
H (0.064, 4.250, -5.330)
C (0.226, -2.652, 2.307)
O (-0.364, -1.735, 1.439)
C (0.143, -4.036, 1.627)
H (-0.184, -4.814, 2.336)
H (1.134, -4.340, 1.256)
H (-0.555, -4.003, 0.778)
C (-0.465, -2.567, 3.674)
H (-1.442, -3.079, 3.619)
H (-0.606, -1.522, 3.981)
H (0.136, -3.075, 4.447)
Cl (0.199, 1.905, 2.327)

⟨S²⟩: 6.0862
LUMO energy (alpha / beta), hartree: 0.0235 / -0.0564
HOMO energy (alpha / beta), eV: -6.63 / -7.92
HOMO-LUMO gap (alpha / beta), eV: 7.27 / 6.39
Calculated total energy, eV: -54156.57691
2S+1: 5